C21H61BrFN11O6P3S | the ωB97M-V functional and the def2-TZVPD basis

The calculation puts the calculated total energy at -5986.261243 Ha. As for the frontier orbital gap: 0.1764 hartree. Its total charge is +1. For the HOMO energy, the calculation gives -10.109 eV.

CARTESIAN COORDINATES (ANGSTROEM)
N -2.990 -2.240 -3.843
C -1.602 -1.903 -3.852
O -1.201 -0.872 -4.317
C -0.601 -2.880 -3.219
C -0.440 -2.546 -1.729
N -0.832 -3.643 -0.756
Br -2.519 -4.430 -1.071
S 0.451 -4.889 -0.574
O -0.147 -5.952 0.128
O 1.025 -5.044 -1.848
F 1.312 -4.054 0.366
H -3.366 -1.984 -2.927
H -3.050 -3.256 -3.853
H 0.354 -2.698 -3.712
H -0.875 -3.919 -3.411
H -1.065 -1.687 -1.471
H 0.593 -2.257 -1.526
H -0.923 -3.186 0.161
O 2.699 1.628 -1.145
P 2.291 2.264 -2.430
N 2.781 1.107 -3.586
C 3.293 1.393 -4.912
C 2.227 -0.229 -3.429
N 3.313 3.662 -2.401
C 4.402 3.831 -3.347
C 3.782 4.034 -1.067
N 1.113 3.046 -3.330
C -0.060 2.277 -3.746
C 1.080 4.449 -3.738
H 2.611 1.991 -5.533
H 3.470 0.460 -5.446
H 4.257 1.891 -4.873
H 1.197 -0.310 -3.806
H 2.230 -0.507 -2.370
H 2.840 -0.966 -3.951
H 5.175 3.057 -3.241
H 4.876 4.801 -3.188
H 4.049 3.840 -4.378
H 4.626 3.419 -0.733
H 2.989 3.942 -0.330
H 4.102 5.079 -1.081
H 0.087 1.806 -4.723
H -0.942 2.912 -3.814
H -0.293 1.491 -3.026
H 1.575 4.579 -4.704
H 1.542 5.103 -3.010
H 0.047 4.787 -3.845
O 4.832 -2.527 2.469
P 4.026 -1.649 3.353
N 2.799 -2.714 3.900
C 1.435 -2.338 4.183
C 3.249 -3.931 4.568
N 3.481 -0.473 2.197
C 2.095 -0.379 1.798
C 4.336 -0.365 1.014
N 3.957 -0.559 4.624
C 4.315 -1.065 5.952
C 3.623 0.858 4.582
H 1.336 -1.536 4.931
H 0.886 -3.197 4.571
H 0.907 -2.033 3.283
H 3.547 -3.760 5.610
H 4.104 -4.354 4.040
H 2.464 -4.690 4.563
H 1.744 -1.295 1.284
H 1.971 0.459 1.108
H 1.438 -0.175 2.645
H 4.157 -1.159 0.279
H 5.382 -0.402 1.305
H 4.160 0.595 0.526
H 3.439 -1.455 6.482
H 4.756 -0.281 6.566
H 5.052 -1.865 5.884
H 2.546 1.004 4.711
H 3.939 1.330 3.659
H 4.129 1.390 5.390
O -3.523 -0.870 0.217
P -4.391 0.292 0.591
N -4.719 -0.028 2.231
C -5.961 0.268 2.920
C -3.561 -0.162 3.110
N -5.748 -0.002 -0.450
C -7.043 -0.390 0.084
C -5.451 -0.822 -1.613
N -4.646 1.940 0.599
C -3.739 2.749 1.423
C -5.639 2.710 -0.143
H -6.253 1.326 2.878
H -5.864 0.009 3.974
H -6.784 -0.336 2.548
H -3.133 0.806 3.400
H -2.778 -0.738 2.617
H -3.827 -0.699 4.020
H -7.011 -1.361 0.598
H -7.766 -0.465 -0.730
H -7.442 0.358 0.767
H -5.416 -1.897 -1.370
H -4.498 -0.540 -2.056
H -6.220 -0.672 -2.372
H -4.127 2.868 2.440
H -3.601 3.741 0.998
H -2.751 2.292 1.488
H -6.561 2.801 0.438
H -5.866 2.274 -1.108
H -5.268 3.717 -0.339

---

C2H3N3S | the ωB97M-V functional and the def2-TZVPD basis

The calculation puts the calculated total energy at -640.360284 Ha. As for the frontier orbital gap: 0.3353 hartree. Its total charge is 0. For the HOMO energy, the calculation gives -9.289 eV.

CARTESIAN COORDINATES (ANGSTROEM)
C 0.197 -0.602 -0.269
C 1.301 -1.254 0.039
H -2.070 0.855 -0.811
H 0.184 0.216 1.632
H 0.333 -1.177 -2.048
N -0.104 0.309 0.740
N -0.378 -0.537 -1.480
N 2.191 -1.902 0.376
S -1.213 1.635 0.322

---

C18H27N5OS | the ωB97M-V functional and the def2-TZVPD basis

The calculation puts the calculated total energy at -1449.367909 Ha. As for the frontier orbital gap: 0.3288 hartree. Its total charge is 0. For the HOMO energy, the calculation gives -8.188 eV.

CARTESIAN COORDINATES (ANGSTROEM)
C -7.767 0.568 -2.121
C -6.289 0.369 -1.970
C -5.730 -0.898 -2.110
C -4.374 -1.096 -1.972
C -3.526 -0.025 -1.687
C -4.074 1.243 -1.546
C -5.440 1.426 -1.689
H -5.846 2.422 -1.576
H -3.456 2.102 -1.330
O -2.199 -0.337 -1.600
C -1.283 0.639 -1.175
C -1.374 0.945 0.318
H -0.717 1.774 0.574
H -2.399 1.160 0.614
S -0.873 -0.478 1.344
C 0.865 -0.392 1.180
N 1.542 -1.309 1.839
C 2.873 -1.222 1.704
N 3.503 -0.300 0.972
C 2.706 0.570 0.353
N 3.300 1.510 -0.395
H 4.306 1.479 -0.428
C 2.610 2.531 -1.148
C 2.903 2.371 -2.640
H 3.964 2.512 -2.834
H 2.345 3.107 -3.213
H 2.616 1.378 -2.976
C 3.018 3.917 -0.650
H 2.463 4.685 -1.180
H 4.081 4.080 -0.815
H 2.813 4.009 0.414
H 1.544 2.369 -0.963
N 1.367 0.569 0.426
N 3.638 -2.114 2.342
H 4.633 -2.019 2.216
C 3.139 -3.185 3.174
C 3.649 -3.016 4.604
H 4.735 -3.083 4.631
H 3.349 -2.048 4.998
H 3.237 -3.792 5.243
C 3.558 -4.535 2.594
H 3.196 -4.634 1.574
H 3.144 -5.343 3.190
H 4.643 -4.626 2.590
H 2.049 -3.093 3.154
H -0.297 0.222 -1.395
H -1.400 1.570 -1.747
H -3.938 -2.077 -2.078
H -6.371 -1.740 -2.329
H -8.307 -0.016 -1.376
H -8.033 1.615 -2.000
H -8.097 0.237 -3.105

---

C29H66BN4O7 | the ωB97M-V functional and the def2-TZVPD basis

The calculation puts the calculated total energy at -1914.848907 Ha. As for the frontier orbital gap: 0.2310 hartree. Its total charge is +1. For the HOMO energy, the calculation gives -10.193 eV.

CARTESIAN COORDINATES (ANGSTROEM)
C 9.418 -2.792 -2.111
O 8.601 -1.693 -1.752
C 7.375 -1.622 -2.451
C 6.249 -2.305 -1.686
C 4.965 -2.455 -2.511
C 3.942 -1.317 -2.306
C 4.063 -0.165 -3.328
C 2.744 0.217 -4.036
C 2.320 1.662 -3.780
C 1.771 1.965 -2.370
C 0.923 0.866 -1.755
C -0.476 0.776 -2.378
C -1.365 -0.166 -1.576
C -2.818 -0.202 -2.017
C -3.592 -1.224 -1.122
N -4.150 -2.226 -2.028
C -4.909 -3.411 -1.534
N -4.166 -4.649 -1.588
C -3.907 -1.959 -3.255
C -3.068 -0.772 -3.453
B -1.772 -1.242 -4.315
O -0.839 -2.098 -3.769
O -1.575 -0.815 -5.586
H 8.833 -3.605 -2.541
H 9.909 -3.154 -1.210
H 10.187 -2.470 -2.813
H 7.474 -2.072 -3.444
H 7.150 -0.562 -2.584
H 6.616 -3.294 -1.402
H 6.065 -1.776 -0.751
H 4.492 -3.400 -2.244
H 5.222 -2.535 -3.569
H 2.944 -1.753 -2.328
H 4.113 -0.930 -1.301
H 4.778 -0.481 -4.087
H 4.487 0.715 -2.846
H 2.896 0.119 -5.113
H 1.960 -0.496 -3.788
H 3.209 2.279 -3.919
H 1.614 1.989 -4.545
H 2.597 2.202 -1.700
H 1.172 2.875 -2.440
H 0.784 1.058 -0.687
H 1.387 -0.116 -1.828
H -0.335 0.386 -3.393
H -0.925 1.766 -2.459
H -1.359 0.193 -0.541
H -0.945 -1.170 -1.554
H -3.361 0.730 -1.909
H -4.421 -0.756 -0.587
H -2.968 -1.688 -0.359
H -5.153 -3.187 -0.500
H -5.815 -3.492 -2.126
H -4.283 -5.085 -2.494
H -3.173 -4.493 -1.465
H -4.264 -2.584 -4.067
H -3.592 -0.043 -4.076
H -0.858 -2.984 -4.128
H -2.332 -0.383 -5.983
C -5.652 1.307 2.544
O -5.337 -0.015 2.134
C -4.409 -0.685 2.981
C -5.072 -1.805 3.754
N -5.975 -1.285 4.767
C -6.803 -2.290 5.430
C -7.799 -3.076 4.587
O -8.872 -2.306 4.081
C -8.626 -1.625 2.870
H -6.224 1.770 1.741
H -6.258 1.321 3.453
H -4.746 1.895 2.712
H -3.909 0.013 3.657
H -3.643 -1.124 2.331
H -4.295 -2.398 4.246
H -5.582 -2.455 3.027
H -6.579 -0.590 4.349
H -7.365 -1.777 6.212
H -6.140 -3.001 5.933
H -8.256 -3.822 5.241
H -7.314 -3.630 3.772
H -7.939 -2.184 2.226
H -8.224 -0.621 3.038
H -9.580 -1.518 2.353
C 5.201 6.121 2.672
O 4.392 5.570 3.693
C 3.010 5.878 3.589
C 2.201 4.646 3.243
N 2.466 4.201 1.881
C 1.901 2.901 1.542
C 2.391 1.675 2.305
O 3.732 1.326 2.042
C 4.708 1.999 2.821
H 6.238 5.957 2.957
H 5.026 5.643 1.702
H 5.032 7.196 2.571
H 2.842 6.673 2.857
H 2.683 6.244 4.565
H 1.137 4.883 3.337
H 2.442 3.878 3.991
H 3.467 4.167 1.737
H 2.109 2.731 0.483
H 0.811 2.965 1.643
H 1.795 0.823 1.962
H 2.218 1.759 3.385
H 4.338 2.228 3.823
H 5.046 2.921 2.341
H 5.568 1.336 2.910

---

What is the total charge in the third record?
0